Model one:
Density functional theory data (the ωB97M-V functional and the def2-TZVPD basis) for C16H11BrCl2N3OSe3TeTi as an isolated structure.

```
39
Properties=species:S:1:pos:R:3:nbo_charge:R:1
Ti 1.1043 -2.7538 -0.6667 0.699
Se 2.6353 -3.5400 -2.4417 -0.251
Se 3.8120 -2.7500 -0.5186 -0.103
Te 2.7316 -3.6643 1.5941 0.364
Se 0.6644 -2.2749 1.7571 -0.385
Br 1.2218 3.0461 4.6805 0.078
C 0.1383 3.1333 3.1464 -0.094
C -0.6526 2.0541 2.7950 -0.244
C -1.4353 2.0855 1.6592 -0.164
C -1.4692 3.2275 0.8660 0.028
C -0.6957 4.3128 1.2381 -0.208
C 0.1013 4.2770 2.3651 -0.221
N -2.3599 3.4906 -0.2464 -0.122
N -2.6141 2.7006 -1.1512 -0.093
C -2.0332 1.3951 -1.2176 -0.007
C -2.9198 0.3980 -1.4710 -0.163
C -2.5305 -0.9429 -1.5930 -0.292
C -1.2022 -1.3503 -1.4888 0.355
O -0.7023 -2.5762 -1.5193 -0.741
C -0.2345 -0.2407 -1.2741 0.087
N 1.1130 -0.6024 -1.1169 -0.483
C 1.9942 0.3531 -0.9564 0.113
C 1.7015 1.7344 -0.9839 -0.269
C 0.3999 2.1184 -1.0660 -0.115
C -0.6256 1.1101 -1.1630 -0.020
H -0.7007 1.1779 3.4134 0.233
H -2.0718 1.2400 1.3953 0.226
H -0.7473 5.2392 0.6584 0.233
H 0.6780 5.1536 2.6507 0.230
H -3.9793 0.6435 -1.5293 0.233
H -3.3125 -1.6838 -1.7185 0.228
H 3.0144 0.0020 -0.8064 0.214
H 2.5115 2.4480 -0.9033 0.233
H 0.1692 3.1726 -1.1101 0.231
Cl 2.1934 -7.0301 0.6519 -0.009
C 1.2976 -6.5071 -0.7891 -0.371
Cl 0.1060 -5.1864 -0.4657 0.092
H 0.7233 -7.3353 -1.1718 0.233
H 1.9755 -6.0750 -1.5025 0.247
```

Charge: 0
Kohn-Sham gap (alpha / beta): 6.86 / 6.83 eV
LUMO level (alpha / beta): -0.035 / -0.039 Ha
<S²>: 0.757
2S+1: 2

=====

Model two:
Density functional theory data (the ωB97M-V functional and the def2-TZVPD basis) for C16H11BrCl2N3OSe3TeTi as an isolated structure.

```
39
Properties=species:S:1:pos:R:3:nbo_charge:R:1
Ti -1.9325 1.8449 -1.3015 0.673
Se -3.0705 1.8573 -3.4748 -0.239
Se -4.2754 0.6318 -1.8412 -0.098
Te -4.3909 1.9343 0.3283 0.365
Se -2.0552 1.6789 1.1882 -0.386
Br -0.9842 -3.2723 4.5896 0.064
C 0.4243 -2.8367 3.4105 -0.083
C 0.6876 -1.5025 3.1481 -0.224
C 1.7076 -1.1792 2.2595 -0.211
C 2.4496 -2.1965 1.6314 0.029
C 2.2010 -3.5294 1.9821 -0.151
C 1.1775 -3.8655 2.8540 -0.252
N 3.6375 -1.9737 0.8274 -0.136
N 3.7401 -1.0984 -0.0554 -0.100
C 2.6659 -0.2485 -0.4490 0.003
C 3.0120 1.0914 -0.6638 -0.160
C 2.1225 2.0619 -1.0533 -0.242
C 0.8091 1.6919 -1.2943 0.342
O -0.0383 2.6413 -1.6245 -0.727
C 0.4456 0.3163 -1.1718 0.089
N -0.8399 -0.0154 -1.4050 -0.480
C -1.2980 -1.2775 -1.3432 0.088
C -0.4105 -2.3209 -1.1433 -0.246
C 0.9068 -1.9995 -0.8711 -0.103
C 1.3646 -0.6760 -0.7909 -0.080
H 0.0814 -0.7428 3.6243 0.237
H 1.9197 -0.1440 2.0538 0.232
H 2.8618 -4.2724 1.5643 0.224
H 0.9820 -4.8890 3.1305 0.233
H 4.0555 1.3045 -0.4955 0.229
H 2.3671 3.1040 -1.2006 0.231
H -2.3642 -1.4172 -1.4715 0.223
H -0.7351 -3.3486 -1.1650 0.233
H 1.6196 -2.7873 -0.6940 0.228
Cl -5.1675 5.1157 -0.8995 0.005
C -3.7804 5.1357 -1.9460 -0.415
Cl -2.3327 4.4306 -1.2201 0.121
H -3.5349 6.1755 -2.1628 0.236
H -4.0284 4.5770 -2.8538 0.249
```

Charge: 0
Kohn-Sham gap (alpha / beta): 6.77 / 6.71 eV
LUMO level (alpha / beta): -0.036 / -0.038 Ha
<S²>: 0.757
2S+1: 2

=====

Ordering by calculated energy gives the sequence model one, model two, with the first entry being the most stable.

=====

Model one:
Density functional theory data (the ωB97M-V functional and the def2-TZVPD basis) for the molecule C3H3IS.

```
8
Properties=species:S:1:pos:R:3:nbo_charge:R:1
C 0.6897 -0.3708 0.3923 -0.735
S 0.0347 0.1736 2.0062 0.302
C -1.3427 1.1961 1.6589 -0.272
C -2.1007 2.1963 1.9777 -0.290
I -3.7807 3.3351 2.0725 0.300
H 1.4465 -1.1536 0.4692 0.242
H 1.0867 0.5500 -0.1197 0.225
H -0.1609 -0.6936 -0.1745 0.227
```

Charge: 0
Kohn-Sham gap: 8.51 eV
LUMO level: 0.005 Ha
Structure (SMILES): CSC#CI

=====

Model two:
Density functional theory data (the ωB97M-V functional and the def2-TZVPD basis) for a 2-piece molecular cluster, C3H3IS overall.

```
8
Properties=species:S:1:pos:R:3:nbo_charge:R:1
C 0.3266 1.3941 -1.0582 -0.397
C 0.6695 0.1306 -0.7242 -0.113
C -0.1636 -1.1680 0.9808 -0.557
S -0.5571 0.3395 -2.1498 0.147
I -0.8847 0.1003 2.5198 0.177
H 0.6746 2.4794 -0.9822 0.266
H 0.8763 -1.6937 1.1834 0.245
H -0.9416 -1.5822 0.2302 0.232
```

Charge: 0
Kohn-Sham gap (alpha / beta): 7.47 / 5.99 eV
LUMO level (alpha / beta): -0.028 / -0.054 Ha

=====

Ordering by calculated energy gives the sequence model one, model two, with the first entry being the most stable.